Record 1
The following is a DFT calculation (ωB97M-V with the def2-TZVPD basis set) of C37H37ClKNO3P2SSe2Te2 as an isolated structure in a non-equilibrium geometry.

Values from the calculation:
2S+1: 1
Calculated total energy (eV): -250146.8081
HOMO level (eV): -0.4
Energy above the lowest of the compared OMol25 structures with the same formula, charge and spin (eV): 0.377
Largest force on an atom (eV/A): 1.5
Charge: -2
Gap between HOMO and LUMO (eV): 3.6

Geometry as XYZ:
```
87
C37H37ClKNO3P2SSe2Te2 (ωB97M-V with the def2-TZVPD basis set)
Se -0.6791 -0.9192 -5.0000
H 7.5941 1.2838 1.9876
H -0.8089 -5.7297 -3.3685
C 4.5853 -1.5696 -2.1445
H 5.2621 0.1500 -1.0721
C 4.4366 -0.5318 -1.2306
C 0.8766 -5.4251 -0.4493
C 2.3202 -6.2557 -2.1723
H -1.3959 2.7697 1.5362
Te -1.4832 -1.7690 -2.7914
H 5.7425 4.9998 0.9386
H 4.0737 -0.3131 2.6374
H 3.6234 -3.2038 -3.1553
H 4.2062 -4.8582 5.3818
H 1.1993 -1.0883 -0.3616
H 0.1584 -1.0785 7.6204
H 3.4314 -4.7973 0.5061
H 5.5294 -1.6941 -2.6628
H 4.1133 -2.6602 3.9432
C 1.6345 3.4591 2.8901
C 0.2423 -0.6769 6.6174
H -0.2705 -1.5457 3.3790
C 0.5765 2.6958 2.3981
C -0.0976 -1.4599 5.5238
H 1.5252 -1.9979 2.4237
H 2.6779 -4.3721 6.1493
H 0.3049 6.5566 2.5636
H 2.5775 -2.2296 4.7076
C 0.0070 -5.8023 -2.6620
C 4.5354 3.2415 0.7076
H 3.6750 3.7894 0.3409
C -0.5763 3.3421 1.9594
H 2.5477 2.9620 3.1977
H 1.1283 2.1643 5.0034
C 2.6038 -1.9033 2.5831
H -1.5742 5.2145 1.6639
H 2.8210 -0.1819 3.8354
C 4.4457 1.8555 0.8345
C 2.3073 -2.2288 -1.7723
O -0.3661 -2.3231 1.1787
C -0.6768 4.7273 2.0247
C 1.2534 -6.2351 -3.0590
N 2.2938 0.5417 1.9679
C 5.5715 1.1643 1.2893
C 2.1504 -5.8442 -0.8615
P 0.6003 0.8634 2.2750
H 2.8504 -5.9941 5.4607
C 3.2997 -5.8024 0.1013
C -1.0491 -3.3459 0.8726
O -2.1141 -3.3595 0.2363
P 2.8014 1.1182 0.4339
H -0.3459 -4.6384 2.4482
C 0.7904 1.1460 5.1433
H -1.2040 -5.5034 1.1329
C 2.9991 -0.4384 2.7869
C 5.6988 3.9225 1.0475
C 3.0251 -2.6875 3.8196
H 1.4556 -2.8504 -2.0120
C 2.1634 -1.2097 -0.8466
C 0.3777 5.4761 2.5240
C 6.7339 1.8394 1.6341
O 0.7966 -5.0279 0.8499
C 0.0023 -0.9389 4.2400
H -0.4468 -2.4759 5.6635
Te -4.1435 -1.1122 -2.4719
H 3.2970 -6.5776 -2.5144
Cl 1.5181 -6.7548 -4.7102
Se -4.2797 0.7183 -0.7251
H -1.1613 -5.0309 -1.0467
S 2.4842 -4.4085 3.7358
C 1.5369 4.8403 2.9555
C -0.1883 -5.4046 -1.3422
C 3.2285 -0.3498 -0.5604
H 4.2240 -6.1063 -0.3928
C 3.1194 -4.9458 5.3326
H 7.7075 3.7490 1.7843
H 5.5487 0.0839 1.3577
C 3.5229 -2.4160 -2.4190
H 3.1262 -6.4541 0.9613
H 3.0691 -2.3111 1.6829
H 0.9262 1.2473 7.2807
C -0.4968 -4.7041 1.3694
C 0.4686 0.3625 4.0376
H 2.3709 5.4234 3.3303
K -1.7123 -0.5757 0.4202
C 6.7984 3.2223 1.5182
C 0.6761 0.6286 6.4269
```

Record 2
The following is a DFT calculation (ωB97M-V with the def2-TZVPD basis set) of C37H37CoN6O5S as an isolated structure in a non-equilibrium geometry.

Values from the calculation:
Expectation value of S²: 3.809
2S+1: 4
Calculated total energy (eV): -106606.4023
HOMO level (alpha / beta) (eV): -2.1 / -5.3
Energy above the lowest of the compared OMol25 structures with the same formula, charge and spin (eV): 1.304
Largest force on an atom (eV/A): 3.3
Charge: -1
Gap between HOMO and LUMO (alpha / beta) (eV): 4.4 / 7.5

Geometry as XYZ:
```
87
C37H37CoN6O5S (ωB97M-V with the def2-TZVPD basis set)
H -0.9654 -2.2882 2.6545
H 2.2015 -1.4477 -0.1223
C -1.8476 3.0424 -4.6093
H 0.7706 -0.4948 4.0865
H 2.4602 -0.8977 3.5179
H 4.2271 -4.4278 1.3319
C 1.7574 -1.8763 -0.9699
C 0.2556 -3.1312 -2.7862
O 4.0174 -3.0434 0.2033
C 3.7266 3.2179 1.0419
O 4.1493 -5.3846 1.4773
C -2.4705 2.2300 2.7178
H 2.8674 -5.4895 -1.3201
C -2.7213 -4.9824 -0.1583
C 2.8015 1.6598 -0.4898
C -1.4210 2.5434 3.6707
C -2.3485 4.1238 -5.3151
C -1.0411 4.5590 -2.9106
S -5.0531 -1.7033 -2.0941
H 2.5976 3.4649 2.7586
N 3.5946 -5.0187 -0.7980
Co -0.1224 0.2118 -0.2137
H -2.8943 3.9996 -6.2291
O -1.1761 1.9122 6.0502
C -3.9495 -5.3493 -0.6335
N -2.7093 -1.4141 -1.0214
C -1.2133 -1.2924 2.2821
C 2.2344 -3.0884 -1.3784
H -1.3115 3.8802 5.2767
C -0.0702 -1.8602 -2.4081
H 5.4169 3.4706 2.3825
C -1.7090 2.8968 5.1026
H 4.7980 2.4197 -0.7241
H -3.5116 2.2733 3.0136
O 1.1048 -0.7641 2.0363
C -2.2602 5.3991 -4.8164
H -0.5305 1.3692 5.5720
N -0.8088 1.5792 1.1113
H 4.3779 -6.8193 0.0364
H -0.6170 4.6920 -1.9356
N 0.6527 -1.2925 -1.3737
C 0.1815 2.2391 1.8720
N 1.6229 1.5875 0.1155
H 1.5920 -4.7417 -2.7157
C -4.8016 -4.4225 -1.2348
N -3.5564 0.5295 -2.0437
C -3.6028 -0.8116 -1.6761
C 1.4510 2.3029 1.2898
C -4.3820 -3.1081 -1.2921
H 1.2077 -2.1641 3.5354
H -2.6853 0.9857 -2.0976
C -0.0703 -0.7231 1.4726
C 2.5846 3.0363 1.7853
H -4.1437 -6.4162 -0.5769
C -2.0560 1.7152 1.5078
H 5.7179 3.9170 0.7879
C 3.3202 -3.6516 -0.6128
H -0.7534 -1.2490 -2.9324
C -2.2452 -3.7040 -0.3191
H -1.9883 1.9911 -4.8552
H -5.7044 -4.8293 -1.6316
C -0.6620 1.3142 -1.6805
C 1.3645 -3.8156 -2.2939
H -2.7371 2.9858 5.2297
C 4.9149 3.9372 1.5362
H -2.1138 -5.7626 0.2488
C -3.0667 -2.7395 -0.8268
C -1.5187 5.6162 -3.6670
C -1.1894 3.2637 -3.3910
O 4.6676 5.2979 1.8907
H -0.2231 -3.6506 -3.6108
H 5.4967 -5.5216 0.0093
H -2.1203 -1.3062 1.6271
H -1.3015 -0.6428 3.1676
H -1.1945 -3.5204 -0.1475
C -0.8286 2.1173 -2.5723
C 3.8643 2.5014 -0.1713
C 4.4435 -5.7378 0.1255
H -1.5277 6.5945 -3.2314
H -2.7400 6.2419 -5.2706
H 3.7626 5.5598 1.6397
H 0.5899 3.1744 3.7780
H -2.7822 1.3179 0.8055
H 2.9526 0.9805 -1.3515
H -4.2174 0.8263 -2.7966
C 1.3772 -1.0984 3.4045
C -0.1587 2.7041 3.1544
```

Record 3
The following is a DFT calculation (ωB97M-V with the def2-TZVPD basis set) of a 2-piece molecular cluster, C37H37F4N3P overall in a non-equilibrium geometry.

Values from the calculation:
2S+1: 1
Calculated total energy (eV): -63589.2462
HOMO level (eV): -9.1
Energy above the lowest of the compared OMol25 structures with the same formula, charge and spin (eV): 0.219
Largest force on an atom (eV/A): 1.8
Charge: +1
Gap between HOMO and LUMO (eV): 3.2

Geometry as XYZ:
```
82
C37H37F4N3P (ωB97M-V with the def2-TZVPD basis set)
H -3.5263 2.7926 0.8859
H 5.1128 5.8042 -1.4854
H -0.0224 0.5031 3.5755
H 2.9344 -5.4908 1.1640
C 2.8253 1.4885 -0.0097
C -0.2468 -0.5757 -0.7057
C -2.4615 -1.1101 -5.3095
H -1.5255 -1.9249 0.4176
C -0.8057 1.0092 3.0108
H -3.0917 -2.2936 -1.4210
C 2.5080 5.7969 -2.3061
N 3.3178 4.7267 -1.7604
H 1.5181 5.4303 -2.5852
C -1.9451 1.3668 0.8977
H -1.3805 -1.1060 -5.4694
C -0.8847 -5.6101 3.6593
H -0.4395 -2.3364 2.7480
C 1.3656 3.7536 -0.7440
H 5.3862 -4.6214 -2.2821
H -4.7110 5.1738 3.2157
C 4.6220 -4.3174 -1.5716
C 4.1310 -3.0094 -1.5195
H -1.6050 2.0194 4.7181
C 3.4801 2.5574 -0.6146
C -0.0280 -6.1736 2.7123
H 5.3123 4.0468 -1.6129
C 0.7497 2.7316 -0.0375
C -2.7957 2.2769 1.5091
H -0.2786 2.8974 0.2697
C -2.7039 2.5464 2.9059
C 0.1401 -0.2117 -2.0084
C -1.7022 1.8547 3.6463
C -4.1231 -1.9432 -3.7612
C -1.3366 -1.4532 -0.5447
F 4.7499 -2.0603 -2.2989
H 1.0753 0.3270 -2.1813
N -3.5403 3.4682 3.4768
H -2.9053 -1.9044 -5.9245
H 2.3639 6.6209 -1.5915
H -2.0915 1.1562 -0.1683
H -4.1616 -2.9253 -4.2619
C -0.3275 -3.4167 2.7291
F 4.4724 -6.5289 -0.7128
C -1.0394 -4.2229 3.5943
C -0.8714 0.7989 1.6123
C -0.6822 -0.5010 -3.0860
C 0.5828 -5.4339 1.7121
P 0.5771 0.0015 0.8118
H 1.1768 -2.0773 1.0324
C 3.0938 -2.6211 -0.6960
H 2.6800 -1.6178 -0.7499
H -4.8721 -1.2939 -4.2411
C 3.1796 -4.8230 0.3406
C 2.7503 3.7067 -1.0461
H -4.3964 -2.0693 -2.7116
H -4.6461 3.2750 5.2693
H 1.0796 -5.9275 0.8735
C 2.5318 -3.5493 0.2373
H 3.3782 0.6012 0.3035
C 1.4298 1.5288 0.2258
H 2.9868 6.1934 -3.2062
C 0.5788 -4.0049 1.7887
C 4.0911 -5.2051 -0.6359
C -1.9122 -1.1918 -2.8965
C -2.1996 -1.7011 -1.5956
N -2.7976 -1.3697 -3.9230
H -1.4194 -6.2197 4.3831
C 4.7396 4.8951 -1.9845
H -3.6377 4.7327 5.1335
H -4.0044 4.5256 1.7215
H 4.9226 5.0046 -3.0654
H -0.3953 -0.1643 -4.0818
H 0.7494 4.5907 -1.0620
H -5.3922 3.7109 2.4548
F -1.9816 -3.6455 4.4137
H -2.8940 3.1566 5.4675
C -4.4604 4.2539 2.6778
H 4.5512 2.4915 -0.7964
C 1.4053 -3.1517 1.0086
F 0.2457 -7.5226 2.8113
H -2.8726 -0.1475 -5.6538
C -3.6808 3.6586 4.9049
```

Record 4
The following is a DFT calculation (ωB97M-V with the def2-TZVPD basis set) of C37H37F5IrN4O10S3Te2 as an isolated structure.

Values from the calculation:
Expectation value of S²: 8.809
2S+1: 6
Calculated total energy (eV): -128917.3325
HOMO level (alpha / beta) (eV): -7.7 / -8.6
Largest force on an atom (eV/A): 0.6
Charge: 0
Gap between HOMO and LUMO (alpha / beta) (eV): 6.3 / 5.1

Geometry as XYZ:
```
99
C37H37F5IrN4O10S3Te2 (ωB97M-V with the def2-TZVPD basis set)
H 4.6807 -7.6614 1.0865
O -1.5595 -2.8272 -3.6480
C 3.7858 -0.2155 3.0414
C -3.1294 1.7638 -0.1715
O -0.4147 -3.3765 4.2826
H 5.7857 -6.8034 2.1706
Te 0.1864 3.2809 3.4080
O 2.2118 3.4373 4.6594
C -6.5824 1.6829 1.3245
O 3.4944 4.4621 2.8476
F 0.7105 3.5703 -3.9937
C 2.1129 0.1835 -3.8364
O 1.0783 4.9962 3.3041
H -3.3187 -1.0641 -4.7738
C -5.3961 0.6885 -4.4410
H 2.3311 -3.8736 0.3574
H 4.0735 -0.6660 -4.0025
H 4.2447 -5.5306 -0.1737
C -4.2461 0.4332 -3.5256
F -1.7096 4.9263 -4.0161
C 0.7584 -0.0756 -3.6759
N 0.1572 -0.1330 1.2787
Ir 0.0470 1.4598 -0.0576
C 5.3798 -6.8305 1.1607
H -8.0352 3.2588 1.3839
O 0.2216 2.6849 -1.4857
H 3.6564 -0.8125 3.9361
C 2.6494 -3.6939 1.3825
H 6.0484 0.4265 0.6057
C -3.2392 -0.4879 -3.8603
H -4.3232 4.2033 -0.5446
H -1.4487 0.1974 2.6729
H 3.2780 -3.0013 -3.8274
H -5.3713 0.0375 -5.3118
Te -0.6907 3.9690 -2.6682
C -4.9602 3.5042 -0.0190
C 1.4968 -3.3687 2.3146
C 2.5707 -2.1830 -3.7723
C -4.4980 2.2189 0.2479
C -2.0263 0.1174 -1.8412
C -1.2196 3.9027 1.9262
C 0.3113 -1.3869 -3.5549
H -2.1918 2.0803 2.6225
H 6.1983 -7.0000 0.4632
S 1.7665 2.6700 0.9812
C -5.3119 1.3080 0.9127
C -0.6620 -0.4408 2.3168
H -6.5938 4.8690 0.1832
N 0.7798 -2.1048 2.0348
H 4.2828 2.0267 -0.0547
H 1.8744 -0.2788 -0.5961
C 4.9478 -0.3321 2.2880
C -1.1328 -1.7166 -3.4166
O 3.9276 -4.9681 3.2715
C 2.8029 0.6930 2.6757
C 1.0075 -1.1527 1.1057
H -4.9857 1.7828 -2.0435
H -7.2097 0.9731 1.8473
C 2.9617 1.4762 1.5363
H 1.8765 -2.0260 -0.6460
O 2.3739 -6.2589 1.8077
N -2.0925 1.9844 0.5511
H 0.7679 -4.1747 2.2877
H -1.6910 4.8137 2.2916
C -6.2346 3.8697 0.3909
H -0.7206 4.1472 0.9875
S 2.6388 4.7372 3.9898
C -0.2821 -1.6458 2.7992
H 3.4441 -2.9511 1.4218
F -1.4926 2.3878 -3.4543
C 5.1313 0.4831 1.1780
C 4.1447 1.3842 0.8055
C -3.1037 1.0042 -1.4479
H 0.8465 -3.4579 -3.5535
H 3.0256 -1.1507 0.4061
H -6.3439 0.5449 -3.9181
H 5.3665 -4.6637 0.9103
C -4.1706 1.1206 -2.3015
H -3.2546 3.2022 1.8323
H 2.4428 1.2092 -3.9365
H 0.0630 0.7528 -3.6700
O -1.8325 -1.7515 4.4216
H 1.9191 0.7977 3.2914
C -2.2543 2.7838 1.7791
C 1.2203 -2.4439 -3.6173
H 5.7196 -1.0299 2.5881
N -0.8825 -2.3161 3.9195
C 4.6901 -5.5148 0.8219
F -2.3572 3.8934 -1.6877
C -7.0444 2.9649 1.0634
O -1.0021 -0.0734 -1.1343
F -0.2658 5.2778 -1.2074
H -5.3721 1.7262 -4.7831
C 2.0115 -1.1712 0.0124
H -4.9515 0.3044 1.1090
H 1.8736 -3.3058 3.3337
C 3.0171 -0.8681 -3.8760
C -2.1525 -0.6575 -3.0558
S 3.3651 -5.2279 1.9720
```

Record 5
The following is a DFT calculation (ωB97M-V with the def2-TZVPD basis set) of C37H37MoN6O2 as an isolated structure.

Values from the calculation:
Expectation value of S²: 2.023
2S+1: 3
Calculated total energy (eV): -53857.0970
HOMO level (alpha / beta) (eV): -10.1 / -10.8
Largest force on an atom (eV/A): 1.0
Charge: +1
Gap between HOMO and LUMO (alpha / beta) (eV): 6.6 / 7.4

Geometry as XYZ:
```
83
C37H37MoN6O2 (ωB97M-V with the def2-TZVPD basis set)
C -1.2652 1.7336 -2.2549
H 0.1632 -1.6946 2.5295
H -3.9807 3.2757 5.6110
H 4.1492 0.1224 1.4469
H -3.5965 3.3705 1.4509
C 5.2241 3.7849 -1.5633
C 1.8813 -0.0088 -0.8783
N -1.5832 1.9148 0.7429
H 4.1666 -2.3619 0.5687
H 0.0471 -0.8256 4.0043
H -5.0651 -2.6705 -4.5726
C -1.7352 -1.9783 3.5701
H 5.6952 4.7328 -1.7897
C -2.9368 -2.8887 -1.8935
C -2.8229 -2.2233 2.5173
H -2.1889 -4.1967 1.9264
C -3.7884 3.1846 3.5292
C -2.3650 -0.4378 -2.1687
C 3.2376 2.4577 -1.2833
H 5.0792 -2.2305 -4.2836
H -3.1367 2.5653 -1.5699
H -3.3922 -3.4766 0.8711
C 4.8824 -2.2613 -3.2196
C 6.0012 2.6709 -1.2741
H -2.1004 1.9788 6.2091
Mo -0.8596 0.1262 0.2774
O 1.4043 -0.0745 -1.9802
C -3.4080 2.8515 4.7958
C -4.0836 -0.8984 -3.9700
H -0.4466 -2.7050 1.0359
N -0.9443 0.0440 2.3449
C -3.1613 2.8734 2.3083
H -1.9634 3.7575 -2.1336
N -1.6064 -1.6520 -0.3116
H 7.0813 2.7474 -1.2729
O 1.8341 0.3180 2.5670
H 5.2036 -4.3073 -0.5437
C -1.3667 -2.8649 0.4818
C 5.3978 1.4544 -0.9948
H 4.0615 -0.2811 -3.1692
C -2.0746 2.8285 -1.5706
C 4.0103 1.3388 -0.9938
C -1.5948 3.0911 -0.1509
C -4.3553 -2.2616 -3.8646
H 2.1562 2.3868 -1.3013
H -0.1970 1.9402 -2.1470
H -0.5707 3.4716 -0.1928
H -1.3439 -2.9358 3.9253
C -2.3253 2.0280 5.1495
C -1.5569 1.2285 4.3536
H -3.1689 0.9121 -3.5725
H 6.0098 0.5819 -0.7924
H -0.8196 0.6335 4.8765
H -2.7135 -3.7660 -1.3038
C 4.0556 -1.1936 -1.2261
N 1.1642 0.0707 0.3243
C -3.8069 -3.1347 -2.9593
H -4.6584 3.8254 3.4431
H -3.0911 -1.2810 2.0349
H -1.4544 1.7053 -3.3253
C 4.9502 -3.4279 -1.1221
H 5.6628 -4.2472 -2.9712
C 4.3114 -1.1647 -2.5948
N -1.5137 0.4359 -1.6338
C 3.3868 0.0054 -0.5713
H -2.2025 -1.4964 4.4317
C -0.5344 -1.1231 3.1345
H -4.6307 -0.3741 -4.7461
H -2.1927 3.8829 0.2879
C 3.8421 3.6753 -1.5695
C -2.3556 -1.7152 -1.4505
C -3.2024 -0.1204 -3.2588
C 5.2070 -3.3949 -2.4836
C -2.4878 -3.2612 1.4448
C -1.5630 1.0436 2.9437
N 3.3393 -0.0856 0.8848
H -4.1180 -4.1690 -3.0573
H -1.1377 -3.6901 -0.1940
H -3.7267 -2.5497 3.0338
C -2.1129 2.0330 2.0163
C 2.1008 0.1401 1.4039
H 3.2305 4.5383 -1.8017
C 4.3698 -2.3312 -0.4944
```